Record 1
Here is a cluster of 5 separate species, C44H40I2N5O11P in total at a distorted geometry from the OMol25 dataset. Energies are from the ωB97M-V functional and the def2-TZVPD basis.

CARTESIAN COORDINATES (ANGSTROEM)
1 C 3.361 -1.551 1.354
2 C 2.646 -0.516 0.360
3 C 1.104 -0.220 0.689
4 C 0.190 -1.550 0.529
5 C 0.052 -2.063 -0.952
6 C -0.790 -3.323 -1.308
7 C -1.516 -4.021 -0.124
8 C -1.381 -3.508 1.355
9 C -0.499 -2.263 1.739
10 C -0.306 -1.749 3.236
11 I 0.419 -3.331 4.604
12 C -1.565 -0.933 3.832
13 C -2.721 -0.611 2.772
14 I -0.796 1.039 4.502
15 C -2.202 -4.339 2.441
16 O -2.735 -3.824 3.455
17 C -2.355 -5.916 2.143
18 C -2.413 -6.983 3.273
19 C -2.540 -8.497 2.982
20 C -2.604 -8.954 1.490
21 C -2.527 -7.941 0.285
22 P -2.560 -8.641 -1.468
23 N -4.123 -8.431 -2.244
24 O -2.368 -10.357 -1.266
25 C -2.425 -6.447 0.663
26 C -2.384 -5.318 -0.478
27 O -3.036 -5.472 -1.543
28 H 2.673 -2.357 1.778
29 H 4.183 -2.080 0.735
30 H 3.912 -1.061 2.232
31 H 3.190 0.494 0.355
32 H 2.689 -0.960 -0.707
33 H 0.726 0.486 -0.149
34 H 0.916 0.335 1.667
35 H 0.573 -1.521 -1.811
36 H -0.848 -3.684 -2.398
37 H 0.572 -0.999 3.199
38 H -1.910 -1.460 4.779
39 H -3.329 0.270 3.211
40 H -3.455 -1.501 2.689
41 H -2.342 -0.256 1.750
42 H -2.334 -6.607 4.350
43 H -2.572 -9.292 3.814
44 H -2.692 -10.081 1.318
45 H -4.919 -8.531 -1.597
46 H -4.191 -7.550 -2.769
47 H -3.109 -10.821 -1.736
48 C 3.489 3.637 -4.356
49 C 4.126 2.405 -4.475
50 C 3.408 1.229 -4.293
51 C 2.047 1.299 -3.996
52 C 1.405 2.529 -3.868
53 C 2.133 3.700 -4.049
54 N 1.281 0.063 -3.828
55 O 1.881 -0.999 -3.928
56 O 0.083 0.159 -3.600
57 H 4.052 4.553 -4.505
58 H 5.184 2.363 -4.713
59 H 3.916 0.276 -4.388
60 H 0.348 2.591 -3.633
61 H 1.642 4.663 -3.955
62 C -3.557 5.093 3.320
63 C -3.580 6.320 2.664
64 C -2.407 6.851 2.138
65 C -1.215 6.141 2.272
66 C -1.184 4.915 2.935
67 C -2.361 4.393 3.460
68 N 0.017 6.683 1.699
69 O -0.043 7.771 1.141
70 O 1.038 6.018 1.807
71 H -4.476 4.678 3.724
72 H -4.515 6.861 2.559
73 H -2.439 7.808 1.629
74 H -0.260 4.359 3.048
75 H -2.348 3.438 3.975
76 C 2.507 10.553 4.009
77 C 2.717 10.544 5.385
78 C 2.722 9.340 6.081
79 C 2.520 8.148 5.387
80 C 2.302 8.151 4.010
81 C 2.296 9.361 3.323
82 N 2.549 6.875 6.111
83 O 2.724 6.912 7.321
84 O 2.401 5.848 5.464
85 H 2.509 11.495 3.468
86 H 2.880 11.476 5.915
87 H 2.886 9.346 7.153
88 H 2.139 7.229 3.463
89 H 2.130 9.374 2.251
90 C -1.317 -2.837 -7.219
91 C -0.958 -3.665 -8.279
92 C 0.288 -4.282 -8.290
93 C 1.168 -4.065 -7.231
94 C 0.818 -3.230 -6.172
95 C -0.429 -2.615 -6.170
96 N 2.472 -4.732 -7.227
97 O 2.753 -5.442 -8.182
98 O 3.205 -4.544 -6.266
99 H -2.293 -2.361 -7.211
100 H -1.653 -3.833 -9.095
101 H 0.555 -4.925 -9.121
102 H 1.498 -3.052 -5.346
103 H -0.713 -1.966 -5.348

The calculation puts the energy relative to the best compared isomer or geometry (same formula, charge and spin) at 985.2 kJ/mol. Its max |F| is 5.156 eV/Å. The value obtained for the molecular weight is 1099.61 Da. As for the total energy: -101720.860 eV. The value obtained for the gap between HOMO and LUMO is 0.254 Ha. The spin multiplicity is 1. The net charge is 0. Its highest occupied orbital energy is -8.220 eV. The SMILES is CCCc1ccc2c(c1[C@H](I)[C@H](C)I)C(=O)c1cccc(P(N)O)c1C2=O.O=[N+]([O-])c1ccccc1.O=[N+]([O-])c1ccccc1.O=[N+]([O-])c1ccccc1.O=[N+]([O-])c1ccccc1.

Here are the Löwdin charges for atoms 1 to 4, given in e: -0.117, -0.241, -0.173, -0.084

Record 2
Here is a structure of composition C44H41Br3N8O6 at a distorted geometry from the OMol25 dataset. Energies are from the ωB97M-V functional and the def2-TZVPD basis.

CARTESIAN COORDINATES (ANGSTROEM)
1 C -9.665 -2.405 -4.824
2 Br -8.286 -3.279 -6.070
3 Br -10.807 -1.455 -6.119
4 Br -8.699 -1.042 -3.631
5 H -10.129 -3.110 -4.134
6 C -3.363 2.047 -1.131
7 C -2.209 2.744 -0.976
8 C -1.115 2.079 -0.403
9 C -1.268 0.803 0.138
10 C -2.502 0.069 0.072
11 C -3.503 0.699 -0.666
12 N -0.102 0.281 0.909
13 O -0.123 -0.886 1.321
14 O 0.941 0.942 1.072
15 H -4.127 2.603 -1.654
16 H -2.057 3.752 -1.330
17 H -0.249 2.721 -0.347
18 H -2.484 -0.890 0.568
19 H -4.368 0.102 -0.914
20 C -3.998 0.147 -6.313
21 C -4.611 1.389 -6.597
22 C -5.514 1.576 -7.602
23 C -5.581 0.656 -8.633
24 C -4.885 -0.594 -8.473
25 C -4.113 -0.828 -7.274
26 N -6.355 0.832 -9.906
27 O -6.798 1.995 -10.116
28 O -6.482 -0.126 -10.646
29 H -3.393 0.030 -5.426
30 H -4.351 2.200 -5.933
31 H -6.004 2.522 -7.774
32 H -4.783 -1.335 -9.252
33 H -3.598 -1.717 -6.941
34 C 6.750 -1.777 2.283
35 C 6.339 -3.006 1.808
36 C 7.319 -4.018 1.660
37 C 8.654 -3.738 1.816
38 C 9.010 -2.431 2.249
39 C 8.062 -1.464 2.553
40 N 9.670 -4.803 1.568
41 O 10.875 -4.611 1.562
42 O 9.257 -5.960 1.403
43 H 6.023 -0.983 2.362
44 H 5.280 -3.086 1.612
45 H 6.934 -5.009 1.475
46 H 10.078 -2.338 2.383
47 H 8.418 -0.542 2.988
48 N -3.869 -5.497 -3.400
49 C -4.487 -4.928 -2.408
50 C -4.122 -4.999 -1.053
51 C -3.012 -5.740 -0.687
52 C -2.323 -6.311 -1.746
53 C -2.722 -6.098 -3.060
54 H -5.426 -4.482 -2.700
55 H -4.664 -4.641 -0.190
56 H -2.791 -5.968 0.345
57 H -1.447 -6.875 -1.459
58 H -2.149 -6.468 -3.897
59 N 2.080 4.831 -5.173
60 C 2.892 4.140 -4.335
61 C 3.169 4.509 -3.053
62 C 2.827 5.770 -2.613
63 C 1.994 6.512 -3.414
64 C 1.641 6.022 -4.692
65 H 3.271 3.199 -4.707
66 H 3.652 3.829 -2.367
67 H 3.129 6.087 -1.626
68 H 1.700 7.497 -3.084
69 H 1.087 6.525 -5.471
70 N 0.947 6.504 2.565
71 C 0.828 6.104 3.900
72 C 0.598 7.036 4.867
73 C 0.582 8.402 4.610
74 C 0.690 8.818 3.254
75 C 0.903 7.841 2.260
76 H 0.792 5.026 3.951
77 H 0.506 6.710 5.892
78 H 0.646 9.214 5.320
79 H 0.805 9.831 2.899
80 H 1.022 8.016 1.201
81 N 6.342 2.343 6.346
82 C 6.575 1.183 7.101
83 C 5.552 0.209 7.287
84 C 4.222 0.427 6.776
85 C 4.088 1.557 5.997
86 C 5.096 2.495 5.884
87 H 7.609 1.052 7.383
88 H 5.802 -0.736 7.746
89 H 3.379 -0.230 6.927
90 H 3.146 1.775 5.514
91 H 5.014 3.378 5.268
92 N -2.417 -4.406 4.449
93 C -1.213 -4.947 4.561
94 C -0.928 -6.045 5.367
95 C -1.971 -6.681 5.989
96 C -3.208 -6.043 6.011
97 C -3.463 -4.951 5.140
98 H -0.399 -4.486 4.022
99 H 0.088 -6.382 5.508
100 H -1.754 -7.553 6.588
101 H -3.972 -6.665 6.453
102 H -4.420 -4.462 5.038

Its max |F| is 4.401 eV/Å. The value obtained for the molecular weight is 1017.57 Da. As for the total energy: -280612.295 eV. The value obtained for the gap between HOMO and LUMO is 0.327 Ha. The spin multiplicity is 1. The net charge is 0. Its highest occupied orbital energy is -9.685 eV.

Here are the Löwdin charges for atoms 1 to 4, given in e: -1.383, 0.439, 0.512, 0.439

Record 3
Here is a structure of composition C44H41F6IrO2P2Si at a distorted geometry from the OMol25 dataset. Energies are from the ωB97M-V functional and the def2-TZVPD basis.

CARTESIAN COORDINATES (ANGSTROEM)
1 Ir -0.689 -0.291 -0.945
2 C -3.044 2.517 -1.637
3 Si -2.055 1.537 -0.425
4 C -0.977 2.801 0.447
5 C -1.565 3.858 1.157
6 C -0.789 4.859 1.717
7 C 0.593 4.860 1.513
8 C 1.181 3.832 0.792
9 C 0.399 2.764 0.314
10 P 1.088 1.332 -0.602
11 C 2.263 2.238 -1.648
12 C 1.748 3.180 -2.542
13 C 2.603 3.949 -3.316
14 C 3.980 3.783 -3.197
15 C 4.491 2.843 -2.314
16 C 3.634 2.059 -1.547
17 C 2.239 0.435 0.526
18 C 2.990 1.057 1.528
19 C 3.944 0.340 2.244
20 C 4.151 -1.010 1.982
21 C 3.385 -1.649 1.015
22 C 2.436 -0.931 0.292
23 C -3.182 0.983 0.948
24 C -4.442 1.560 1.164
25 C -5.241 1.156 2.226
26 C -4.797 0.147 3.072
27 C -3.562 -0.451 2.850
28 C -2.754 -0.032 1.790
29 P -1.087 -0.741 1.479
30 C -0.135 -0.052 2.884
31 C 0.843 -0.796 3.540
32 C 1.504 -0.271 4.645
33 C 1.224 1.018 5.082
34 C 0.284 1.785 4.404
35 C -0.397 1.251 3.318
36 C -1.280 -2.515 1.874
37 C -1.329 -3.405 0.798
38 C -1.499 -4.769 1.017
39 C -1.627 -5.255 2.309
40 C -1.572 -4.377 3.389
41 C -1.390 -3.017 3.176
42 H -3.326 3.473 -1.178
43 H -3.953 1.981 -1.956
44 H -2.443 2.727 -2.536
45 H -2.651 3.895 1.275
46 H -1.256 5.657 2.286
47 H 1.203 5.669 1.901
48 H 2.246 3.865 0.586
49 H 0.671 3.306 -2.630
50 H 2.199 4.678 -4.011
51 H 4.653 4.380 -3.802
52 H 5.564 2.715 -2.219
53 H 4.039 1.314 -0.874
54 H 2.831 2.101 1.764
55 H 4.529 0.844 3.010
56 H 4.897 -1.567 2.545
57 H 3.535 -2.704 0.807
58 H 1.872 -1.422 -0.486
59 H -4.798 2.343 0.494
60 H -6.207 1.623 2.393
61 H -5.413 -0.181 3.902
62 H -3.244 -1.251 3.503
63 H 1.090 -1.792 3.195
64 H 2.243 -0.873 5.163
65 H 1.739 1.424 5.947
66 H 0.064 2.797 4.730
67 H -1.145 1.850 2.813
68 H -1.244 -3.017 -0.212
69 H -1.522 -5.451 0.175
70 H -1.762 -6.318 2.480
71 H -1.661 -4.754 4.403
72 H -1.316 -2.354 4.031
73 C -1.151 -4.019 -2.414
74 C -2.077 -2.812 -2.527
75 C -3.510 -3.223 -2.269
76 O -1.733 -1.777 -1.621
77 H -1.197 -4.626 -3.327
78 H -1.450 -4.655 -1.570
79 H -0.122 -3.705 -2.256
80 H -2.033 -2.439 -3.553
81 H -3.619 -3.546 -1.226
82 H -3.793 -4.049 -2.930
83 H -4.185 -2.382 -2.441
84 C 0.244 -1.512 -4.334
85 C 1.410 -0.797 -3.670
86 O 1.045 -0.089 -2.543
87 C 1.998 0.166 -4.744
88 F 3.194 0.683 -4.403
89 F 2.157 -0.446 -5.947
90 F 1.135 1.194 -4.931
91 C 2.469 -1.857 -3.278
92 F 1.900 -2.751 -2.413
93 F 3.530 -1.316 -2.645
94 F 2.933 -2.560 -4.337
95 H -0.490 -0.761 -4.629
96 H -0.204 -2.173 -3.607
97 H 0.549 -2.087 -5.208

The calculation puts the energy relative to the best compared isomer or geometry (same formula, charge and spin) at 0.0 kJ/mol. Its max |F| is 4.180 eV/Å. The value obtained for the molecular weight is 998.05 Da. As for the total energy: -95989.986 eV. The value obtained for the gap between HOMO and LUMO is 0.269 Ha. The spin multiplicity is 1. The net charge is 0. Its highest occupied orbital energy is -7.713 eV.

Here are the Löwdin charges for atoms 1 to 4, given in e: 0.894, -0.188, 0.461, -0.317

Record 4
Here is a structure of composition C44H41I3N7OS2Ti from the OMol25 dataset. Energies are from the ωB97M-V functional and the def2-TZVPD basis.

CARTESIAN COORDINATES (ANGSTROEM)
1 Ti 1.339 0.717 0.779
2 S 3.001 2.131 1.405
3 C 0.079 1.647 2.583
4 C 0.463 1.371 3.913
5 C -0.441 1.294 4.948
6 C -1.797 1.531 4.709
7 C -2.159 1.912 3.447
8 N -1.219 1.987 2.482
9 H 1.511 1.178 4.094
10 H -0.101 1.031 5.942
11 H -2.550 1.436 5.477
12 H -3.164 2.141 3.119
13 S -0.964 -0.132 0.128
14 C -2.559 0.671 0.232
15 N -3.515 -0.118 -0.218
16 N -4.803 0.461 0.041
17 C -5.259 0.413 1.336
18 C -6.283 1.272 1.762
19 C -6.768 1.215 3.054
20 C -6.257 0.304 3.972
21 C -5.239 -0.546 3.553
22 C -4.738 -0.502 2.266
23 N -2.826 1.865 0.768
24 N -1.658 2.487 1.218
25 C -1.738 3.883 1.255
26 C -2.792 4.532 0.607
27 C -2.823 5.914 0.542
28 C -1.817 6.682 1.117
29 C -0.778 6.031 1.772
30 C -0.734 4.649 1.851
31 H -4.913 1.384 -0.367
32 H -6.679 2.003 1.067
33 H -7.553 1.903 3.353
34 H -6.635 0.264 4.985
35 H -4.812 -1.259 4.251
36 H -3.929 -1.143 1.952
37 H -3.563 3.926 0.157
38 H -3.649 6.394 0.031
39 H -1.841 7.761 1.057
40 H 0.027 6.600 2.220
41 H 0.115 4.169 2.323
42 N -0.205 4.369 -1.648
43 C 0.046 3.061 -1.407
44 O 0.716 2.713 -0.452
45 C -0.542 2.052 -2.350
46 I -0.340 2.564 -4.418
47 H -0.008 5.016 -0.899
48 H -0.868 4.633 -2.357
49 H -1.607 1.934 -2.164
50 H -0.025 1.103 -2.217
51 C 1.904 0.153 -1.134
52 C 2.045 -0.446 -2.201
53 C 2.180 -1.194 -3.355
54 C 3.496 -1.794 -3.612
55 C 3.613 -3.078 -4.152
56 C 4.854 -3.680 -4.268
57 C 5.995 -3.021 -3.831
58 C 5.887 -1.754 -3.276
59 C 4.652 -1.143 -3.171
60 C 1.019 -1.405 -4.209
61 C -0.270 -1.239 -3.682
62 C -1.388 -1.405 -4.476
63 C -1.252 -1.741 -5.818
64 C 0.018 -1.915 -6.353
65 C 1.142 -1.755 -5.560
66 H 2.718 -3.617 -4.433
67 H 4.924 -4.686 -4.661
68 H 6.958 -3.508 -3.879
69 H 6.762 -1.261 -2.878
70 H 4.556 -0.179 -2.689
71 H -0.397 -1.015 -2.629
72 H -2.368 -1.278 -4.033
73 H -2.128 -1.870 -6.441
74 H 0.136 -2.172 -7.399
75 H 2.126 -1.868 -5.995
76 C 3.439 -3.258 -0.108
77 N 2.108 -3.789 -0.359
78 C 2.013 -5.132 0.163
79 C 1.019 -2.901 0.066
80 C 1.178 -2.405 1.489
81 C 0.975 -3.318 2.520
82 C 1.405 -3.061 3.814
83 C 2.087 -1.887 4.074
84 C 2.228 -0.944 3.063
85 C 1.708 -1.128 1.775
86 H 4.174 -3.851 -0.654
87 H 3.715 -3.280 0.958
88 H 3.514 -2.227 -0.440
89 H 2.740 -5.763 -0.351
90 H 1.015 -5.537 -0.021
91 H 2.221 -5.203 1.245
92 H 0.081 -3.448 -0.059
93 H 0.998 -2.053 -0.618
94 H 0.500 -4.264 2.290
95 H 1.244 -3.792 4.598
96 H 2.502 -1.692 5.056
97 H 2.756 -0.021 3.287
98 I 4.806 0.488 0.844
99 I 7.246 -1.568 0.237

The calculation puts the energy relative to the best compared isomer or geometry (same formula, charge and spin) at 253.9 kJ/mol. Its max |F| is 0.909 eV/Å. The expectation value of S² is 0.789. The value obtained for the molecular weight is 1176.57 Da. As for the total energy: -127858.552 eV. The value obtained for the gap between HOMO and LUMO (spin up / spin down) is 0.212 / 0.224 Ha. The spin multiplicity is 2. The net charge is -2. Its highest occupied orbital energy (spin up / spin down) is -2.306 / -2.764 eV.

Here are the Löwdin charges for atoms 1 to 4, given in e: 0.403, -0.083, -0.152, -0.089